[1]
{"formula": "C39H44ClN6OPSV", "method": "ωB97M-V/def2-TZVPD", "elements": ["V", "Cl", "S", "P", "O", "N", "N", "N", "N", "N", "N", "C", "C", "C", "C", "C", "C", "C", "C", "C", "C", "C", "C", "C", "C", "C", "C", "C", "C", "C", "C", "C", "C", "C", "C", "C", "C", "C", "C", "C", "C", "C", "C", "C", "C", "C", "C", "C", "C", "C", "H", "H", "H", "H", "H", "H", "H", "H", "H", "H", "H", "H", "H", "H", "H", "H", "H", "H", "H", "H", "H", "H", "H", "H", "H", "H", "H", "H", "H", "H", "H", "H", "H", "H", "H", "H", "H", "H", "H", "H", "H", "H", "H", "H"], "coordinates": [[0.43860, -0.36423, -1.49227], [2.06435, -2.11804, -2.11353], [2.23864, 0.68279, -0.39829], [-0.14331, -2.14134, 0.21257], [0.19802, 1.06001, 3.99980], [-0.81996, 1.32656, -1.47279], [1.33827, 1.05178, 2.04422], [-0.88661, -1.31715, -2.93846], [1.73391, 3.00525, 0.76998], [-0.01789, 1.53891, -2.65070], [-5.38783, -2.79851, -2.80438], [3.17995, -2.90101, 2.46217], [-1.78747, -2.14150, 0.93758], [2.28878, 2.21529, 4.05119], [2.29844, -2.81873, 1.39760], [-2.18951, -3.18843, 1.77165], [3.03725, 3.63382, 5.84503], [1.33792, 4.15942, 1.61671], [-0.68378, 2.37909, -3.71962], [4.59268, 2.89850, 4.15047], [-1.08138, 3.72034, -3.10735], [0.53125, -5.76914, -2.58789], [-0.44779, -1.48537, -4.20134], [-3.00930, -2.19001, -3.60062], [0.09430, -3.58666, -0.87300], [-0.67713, -4.74365, -0.77581], [-4.33497, -2.54788, -3.18359], [-4.29404, -2.07776, 2.13262], [-2.14325, -1.67077, -2.64912], [-2.62797, -1.04252, 0.74920], [1.68669, 1.69928, 0.94373], [-3.88069, -1.01459, 1.34223], [-1.25714, -1.97188, -5.20709], [-3.44559, -3.15634, 2.35530], [-2.56124, -2.33867, -4.91089], [0.60568, -1.92138, 2.87803], [1.30339, -4.62232, -2.72481], [-0.46114, -5.82175, -1.62149], [1.17841, 1.47024, 3.45444], [1.06086, -3.56382, -1.87412], [-0.07011, 4.12124, 2.20792], [2.02573, 2.92148, 5.22939], [1.00676, -2.32582, 1.60047], [4.31858, 3.62526, 5.30428], [-1.89855, 1.65987, -4.28677], [-1.15113, 3.62263, 1.25464], [0.38452, 2.56982, -4.78887], [3.58286, 2.19546, 3.51997], [1.50109, -2.00116, 3.93578], [2.78434, -2.48856, 3.72937], [3.81240, 1.60240, 2.64356], [-1.09548, 2.53259, 1.15258], [5.11137, 4.17617, 5.79203], [-1.60927, 0.74814, -4.80455], [-2.65699, 1.42679, -3.53291], [-4.53223, -0.16391, 1.19505], [-0.22690, 4.20898, -2.63056], [2.83377, 4.18885, 6.75014], [-2.48460, -1.55139, -1.62918], [1.40117, 5.00783, 0.93604], [-1.42864, 4.38368, -3.89836], [-0.82625, 2.11459, -0.82088], [-0.02208, 3.15623, -5.61079], [1.02538, 2.90355, 5.64268], [-1.89739, 3.63175, -2.38668], [1.24873, 3.11042, -4.39575], [2.19856, 3.27050, -0.08803], [0.70855, -6.61232, -3.24117], [-0.86529, -2.06988, -6.20981], [-1.51802, -4.01026, 1.99075], [3.47282, -2.56335, 4.56010], [2.08197, 4.31119, 2.39699], [-3.21992, -2.73175, -5.67440], [0.80512, 2.06159, -2.34746], [-1.46400, -4.80525, -0.03657], [0.57510, -1.19296, -4.40540], [5.59852, 2.87233, 3.75462], [1.20868, 0.04581, 1.93995], [2.61219, -3.16398, 0.42151], [-5.27293, -2.05830, 2.59147], [-0.28669, 5.14825, 2.50437], [-1.07316, 4.10705, 0.27478], [-3.75920, -3.97012, 2.99459], [-1.07079, -6.70886, -1.51767], [1.18418, -1.69488, 4.92392], [-2.13854, 3.84706, 1.65374], [2.07900, -4.55972, -3.47632], [-0.10755, 3.54453, 3.12922], [4.17417, -3.29839, 2.31084], [-0.39523, -1.54646, 3.05389], [0.72107, 1.61322, -5.19097], [-2.38607, 2.31317, -5.00894], [-2.29081, -0.19964, 0.15526], [-1.77821, 1.14670, -1.77526]], "atomic_forces_ev_per_a": [[-0.05, 0.52, -0.33], [0.12, 0.05, 0.00], [-0.16, -0.17, -0.13], [0.03, 0.01, -0.12], [-0.09, 0.09, 0.03], [-0.05, -0.13, 0.27], [0.00, 0.19, -0.15], [0.16, 0.14, 0.15], [-0.02, -0.06, -0.09], [0.00, -0.15, 0.35], [-0.07, -0.05, 0.05], [0.01, -0.01, -0.03], [0.09, 0.04, -0.05], [0.04, 0.14, 0.04], [-0.03, -0.01, 0.02], [-0.08, 0.02, 0.00], [0.04, 0.01, 0.02], [-0.08, 0.11, 0.12], [0.02, 0.02, -0.21], [0.05, 0.01, 0.02], [0.03, 0.00, -0.04], [-0.03, 0.03, 0.06], [-0.09, 0.10, 0.06], [0.08, -0.01, -0.04], [-0.06, 0.02, 0.08], [-0.05, 0.01, 0.05], [0.04, 0.07, -0.06], [0.04, -0.01, 0.00], [-0.04, -0.02, -0.08], [0.00, -0.12, 0.07], [0.13, -0.01, 0.22], [-0.01, 0.07, -0.03], [0.07, -0.13, -0.01], [0.01, -0.02, 0.00], [-0.05, -0.01, 0.03], [-0.01, 0.01, -0.06], [0.08, 0.07, -0.04], [0.00, -0.06, -0.03], [0.10, -0.17, 0.01], [-0.09, -0.29, -0.04], [-0.03, -0.13, -0.06], [-0.09, -0.03, -0.06], [0.01, 0.01, -0.05], [-0.04, -0.03, -0.01], [0.05, -0.02, 0.04], [0.08, 0.04, 0.04], [-0.01, -0.03, 0.03], [-0.14, -0.01, -0.05], [0.03, -0.03, 0.06], [-0.06, 0.03, 0.02], [0.01, 0.00, -0.04], [0.00, -0.02, -0.05], [0.00, 0.01, 0.00], [-0.05, -0.01, -0.01], [-0.01, 0.01, -0.02], [-0.01, 0.00, 0.01], [0.00, 0.01, 0.01], [0.00, 0.00, 0.00], [0.03, 0.00, 0.00], [0.06, -0.02, -0.01], [-0.01, 0.01, 0.01], [0.02, -0.08, -0.09], [0.00, 0.01, -0.01], [0.01, 0.02, 0.02], [0.01, -0.01, 0.00], [0.01, 0.00, -0.02], [-0.04, -0.02, 0.04], [0.00, -0.01, 0.00], [0.00, -0.02, 0.00], [-0.02, 0.01, 0.00], [0.01, 0.00, 0.01], [0.05, -0.06, 0.01], [-0.01, 0.00, 0.00], [-0.08, -0.03, -0.01], [0.03, 0.00, -0.03], [-0.02, -0.01, 0.00], [0.00, 0.00, 0.00], [0.01, 0.07, 0.05], [0.03, 0.00, 0.00], [-0.01, 0.00, 0.01], [0.02, 0.02, -0.01], [-0.02, -0.03, 0.00], [-0.01, 0.00, 0.01], [0.00, -0.01, -0.01], [0.00, 0.00, 0.00], [-0.02, -0.01, -0.03], [0.00, 0.00, 0.00], [0.03, -0.04, 0.04], [0.00, -0.01, -0.02], [0.03, 0.00, 0.02], [-0.01, 0.00, 0.00], [0.00, 0.01, -0.01], [-0.02, 0.02, 0.02], [0.10, 0.08, 0.04]], "homo_ev": [-16.28, -16.28], "total_energy_ha": -4059.21715, "spin_multiplicity": 3, "s2": 2.037, "charge": 3, "homo_lumo_gap_ev": [6.16, 7.19], "lumo_ha": [-0.3716, -0.3340]}

=====

[2]
{"formula": "C5H11N", "method": "ωB97M-V/def2-TZVPD", "elements": ["N", "C", "C", "C", "C", "C", "H", "H", "H", "H", "H", "H", "H", "H", "H", "H", "H"], "coordinates": [[0.53823, 0.10861, 0.98352], [-0.82136, -0.27475, 1.20587], [-0.43909, 1.17941, 1.07627], [-1.69698, -0.99646, -0.11280], [0.98367, -0.37108, -0.30675], [1.85485, 0.59482, -1.08876], [-0.20048, 1.91114, 1.86091], [0.01029, -0.62710, -0.77668], [2.85059, 0.72484, -0.64797], [1.37470, 1.57787, -1.15146], [-1.04480, -0.76395, 2.16890], [-1.56104, -1.06514, -1.23786], [-1.80464, -2.05378, 0.13838], [1.49640, -1.32597, -0.12777], [-0.88536, 1.63809, 0.19201], [-2.64522, -0.48121, -0.06585], [1.99023, 0.22465, -2.10996]], "atomic_forces_ev_per_a": [[0.19, -0.22, 0.11], [-0.84, -0.66, -1.19], [-0.17, -0.07, -0.31], [-0.35, 0.30, 1.37], [-0.16, -0.17, -0.43], [-0.02, 0.02, -0.06], [-0.56, -0.62, -0.04], [1.84, 0.38, -0.83], [-0.24, -0.04, 0.02], [0.09, -0.12, 0.00], [-0.15, 0.25, -0.69], [0.76, 0.77, 1.41], [-0.25, 0.15, 0.37], [0.07, 0.19, -0.07], [0.40, -0.04, -0.17], [-0.59, -0.20, 0.38], [0.01, 0.05, 0.11]], "homo_ev": -8.96, "total_energy_ha": -251.75514, "de_lowest_ev": 2.922, "homo_lumo_gap_ev": 10.06, "lumo_ha": 0.0402}

=====

[3]
{"formula": "C5H10O", "method": "ωB97M-V/def2-TZVPD", "elements": ["O", "C", "C", "C", "C", "C", "H", "H", "H", "H", "H", "H", "H", "H", "H", "H"], "coordinates": [[-1.75662, 0.99714, -1.16408], [1.93857, 0.35219, 0.45188], [-1.56267, 1.29187, 0.10378], [-0.87263, -1.64104, 0.10993], [-0.56263, -0.12501, 0.12467], [0.77768, 0.11954, -0.52914], [0.60621, 1.00704, -1.12511], [2.26701, -0.55670, 0.97079], [-0.92078, 2.17346, 0.32167], [1.66185, 1.09471, 1.20438], [2.80018, 0.73546, -0.10749], [-2.47351, 1.34857, 0.74427], [1.06404, -0.69310, -1.21986], [-1.71253, -1.67378, -0.57202], [-1.17430, -2.15644, 1.03482], [-0.07987, -2.27392, -0.34848]], "atomic_forces_ev_per_a": [[0.83, -1.47, 0.20], [-0.04, 0.07, 0.13], [0.94, -1.29, 0.74], [-0.53, 0.64, -0.14], [-0.65, 0.85, -0.91], [-0.17, 0.41, -0.15], [0.38, 0.27, -0.20], [-0.22, 0.11, -0.12], [0.03, -0.42, 0.04], [0.09, -0.04, -0.03], [-0.17, -0.07, 0.13], [0.61, -0.60, 0.00], [-0.31, 0.28, 0.24], [-0.48, -0.38, -0.18], [-0.04, 0.77, -0.03], [-0.27, 0.87, 0.28]], "homo_ev": -9.00, "total_energy_ha": -271.60817, "de_lowest_ev": 3.931, "homo_lumo_gap_ev": 9.02, "lumo_ha": 0.0008}

=====

[4]
{"formula": "C28H38As3Cl4N5O2Pt", "method": "ωB97M-V/def2-TZVPD", "elements": ["Pt", "As", "As", "As", "Cl", "Cl", "Cl", "Cl", "O", "O", "N", "N", "N", "N", "N", "C", "C", "C", "C", "C", "C", "C", "C", "C", "C", "C", "C", "C", "C", "C", "C", "C", "C", "C", "C", "C", "C", "C", "C", "C", "C", "C", "C", "H", "H", "H", "H", "H", "H", "H", "H", "H", "H", "H", "H", "H", "H", "H", "H", "H", "H", "H", "H", "H", "H", "H", "H", "H", "H", "H", "H", "H", "H", "H", "H", "H", "H", "H", "H", "H", "H"], "coordinates": [[0.31612, -0.33827, 0.83875], [-0.87230, -2.33880, 0.92940], [-1.58941, 0.97092, 1.36519], [-5.73167, -2.15734, 0.66488], [4.83430, -0.92991, 2.58443], [6.77662, -3.06476, 1.31119], [2.77367, -4.51697, -2.07747], [5.71951, -4.91377, -1.00526], [2.18365, -0.92618, 1.44102], [1.35320, -2.31217, -0.73380], [1.48967, 1.37162, 0.48932], [1.70006, 4.89860, -3.19312], [2.51863, 4.35041, -2.25950], [2.14655, 3.35610, -0.13005], [2.07045, 4.52304, -4.35281], [-4.26342, -1.61354, 3.51113], [4.49988, 2.75882, -2.38829], [-6.55627, -0.88698, -0.58261], [4.93736, 2.21264, -4.72622], [5.22350, 2.09150, -3.34900], [2.27444, 4.59688, -0.86845], [2.99345, -1.79325, 0.83954], [3.16300, 3.68799, -4.21605], [-0.67135, 2.15055, 2.62631], [-2.89583, 2.31253, 0.83643], [0.06183, -3.95763, 1.39416], [0.30222, 2.33183, -1.49716], [5.15675, -2.90642, 0.71418], [2.53139, -2.54815, -0.28294], [3.46170, 3.56872, -2.86139], [-3.34606, -1.29895, 2.31972], [4.69743, -3.70031, -0.30970], [-2.44280, -2.51944, 2.08946], [4.28858, -1.95243, 1.28010], [2.92309, 2.99695, 0.95739], [2.51307, 1.76291, 1.32769], [-1.49030, -2.75963, -0.84724], [-4.95162, -3.30717, -0.71772], [3.39027, -3.52420, -0.79331], [-4.18940, -0.97280, 1.07781], [3.91089, 3.00521, -5.18024], [-2.51341, -0.07160, 2.73526], [1.28044, 2.34664, -0.37765], [-6.97818, -0.05099, -0.02581], [4.71557, 2.64056, -1.33516], [0.81060, 2.35293, -2.46143], [-0.58288, -2.90572, -1.43197], [-3.01346, -3.36347, 1.69140], [6.03266, 1.44385, -3.03885], [-2.10031, -3.66104, -0.83857], [-0.28237, 1.41702, -1.43085], [-4.77034, -2.57082, 3.38879], [-2.05839, -1.92695, -1.26003], [3.10019, 5.14564, -0.41491], [-2.04198, -2.84844, 3.05314], [-1.70405, -0.37367, 3.40551], [-3.48389, 2.55115, 1.71986], [3.67691, 3.09896, -6.23143], [-5.02910, -0.84236, 3.62850], [-4.66026, 0.00497, 1.22936], [-4.32815, -2.74076, -1.40790], [-7.36153, -1.38606, -1.11969], [5.53797, 1.65661, -5.43288], [1.37060, 5.20233, -0.81741], [-3.15179, 0.62524, 3.28709], [-1.38655, 2.56432, 3.33896], [-2.35509, 3.19666, 0.50240], [-3.54564, 1.97488, 0.03189], [-0.37022, 3.19222, -1.45784], [-0.19709, 2.96719, 2.08097], [3.69748, 3.64072, 1.33559], [-4.36515, -4.10696, -0.26848], [-3.56335, -0.88710, 0.18107], [0.09792, 1.58711, 3.14772], [-5.77390, -3.76161, -1.27033], [-3.67916, -1.65228, 4.43311], [0.80434, -4.13321, 0.62174], [2.88420, 1.09818, 2.08760], [0.55492, -3.83941, 2.35802], [-5.82591, -0.51278, -1.30148], [-0.65250, -4.78014, 1.43891]], "atomic_forces_ev_per_a": [[0.57, 0.54, -0.60], [0.19, -0.73, -0.36], [0.53, -0.17, 1.40], [-0.01, 0.01, 0.01], [0.00, -0.09, -0.04], [-0.07, 0.00, -0.02], [0.04, 0.04, 0.02], [-0.02, 0.04, 0.02], [-0.07, -0.52, 0.11], [-0.31, -0.02, -0.21], [-0.23, 0.49, 0.02], [-0.02, -0.02, 0.01], [0.05, 0.10, -0.03], [-0.09, 0.11, 0.14], [0.01, -0.01, 0.01], [0.02, -0.02, 0.03], [-0.01, 0.00, -0.01], [0.02, 0.00, 0.02], [-0.01, 0.01, -0.01], [0.01, -0.01, 0.02], [0.09, -0.08, -0.06], [-0.19, 0.15, 0.17], [-0.02, 0.02, -0.03], [-0.16, 0.18, -0.03], [-0.03, -0.21, -0.75], [0.04, 0.04, 0.23], [-0.06, 0.03, 0.07], [0.11, 0.25, 0.25], [-0.31, 0.24, -0.05], [-0.02, -0.03, 0.02], [-0.08, -0.09, 0.03], [-0.22, -0.16, -0.23], [0.10, 0.13, 0.05], [0.29, -0.07, 0.13], [0.06, -0.03, -0.10], [0.00, -0.04, -0.01], [-0.10, 0.09, -0.10], [-0.01, 0.00, 0.01], [0.26, -0.12, -0.05], [-0.01, 0.10, -0.02], [0.02, -0.01, 0.01], [-0.26, 0.06, -0.09], [0.07, -0.13, -0.12], [-0.01, 0.00, -0.01], [0.00, 0.00, 0.00], [0.00, -0.04, -0.01], [-0.01, 0.00, 0.04], [-0.06, 0.04, 0.00], [-0.01, -0.01, 0.00], [0.00, 0.00, 0.03], [0.02, -0.02, -0.04], [0.00, 0.00, -0.01], [-0.03, -0.03, 0.00], [-0.01, 0.02, -0.01], [0.03, 0.03, -0.01], [-0.02, 0.00, 0.03], [0.02, -0.02, 0.04], [0.00, 0.00, 0.00], [0.00, 0.00, -0.01], [-0.01, -0.01, 0.01], [-0.01, -0.01, -0.01], [0.00, 0.01, -0.01], [0.01, 0.00, 0.00], [-0.02, -0.03, 0.01], [-0.01, 0.03, -0.04], [0.01, 0.02, 0.00], [-0.01, 0.02, 0.02], [-0.05, 0.01, 0.03], [0.03, 0.02, -0.02], [0.02, 0.00, 0.02], [0.00, -0.01, 0.02], [0.01, 0.00, -0.01], [0.01, -0.01, 0.02], [-0.02, -0.02, 0.02], [0.00, -0.01, 0.00], [0.00, -0.02, 0.00], [-0.03, -0.03, 0.00], [-0.01, 0.00, 0.02], [0.00, -0.02, 0.00], [0.00, 0.00, -0.01], [-0.01, 0.01, 0.02]], "homo_ev": -6.13, "total_energy_ha": -10181.39208, "de_lowest_ev": 0.881, "homo_lumo_gap_ev": 5.96, "lumo_ha": -0.0063}